Entry 1:
H20O10 | the ωB97M-V functional and the def2-TZVPD basis

Values from the calculation:
- E (hartree) = -764.19735
- HOMO level (eV) = -10.2

ORCA input file:
```
! RIJCOSX wB97M-V def2-TZVPD def2/J DEFGRID3
* xyz 0 1
O -2.043 -0.493 -1.733
H -1.198 -0.817 -2.046
H -2.516 -1.279 -1.463
O 2.380 -0.573 2.175
H 2.392 -1.335 2.755
H 1.451 -0.414 2.007
O -0.941 -1.518 0.184
H -1.371 -1.700 1.020
H -0.961 -2.354 -0.282
O 0.812 -2.494 -1.261
H 0.243 -1.724 -1.268
H 0.210 -3.238 -1.279
O 3.087 1.501 0.091
H 2.823 0.688 -0.341
H 3.618 1.957 -0.562
O 0.080 0.698 -0.203
H -0.324 -0.168 -0.136
H 0.952 0.585 0.176
O -1.243 1.392 -2.816
H -0.755 1.038 -2.073
H -2.070 0.908 -2.813
O -2.416 0.479 0.585
H -1.701 1.063 0.330
H -2.109 -0.395 0.344
O 0.424 2.813 0.330
H 1.032 2.075 0.286
H 0.362 3.017 1.263
O 0.310 0.125 2.315
H -0.209 -0.673 2.222
H -0.319 0.836 2.194
*
```

Results of the Löwdin charge analysis, in e, for atoms 1 through 8: atom 1 (O): -0.0707, atom 2 (H): 0.0517, atom 3 (H): 0.0804, atom 4 (O): -0.0637, atom 5 (H): 0.0301, atom 6 (H): -0.1393, atom 7 (O): -0.0863, atom 8 (H): 0.1097



Entry 2:
H20O10Xe | the ωB97M-V functional and the def2-TZVPD basis

Values from the calculation:
- E (hartree) = -1093.75200
- HOMO level (eV) = -10.2

ORCA input file:
```
! RIJCOSX wB97M-V def2-TZVPD def2/J DEFGRID3
* xyz 0 1
Xe -0.349 -0.471 -0.756
O -0.861 2.842 1.438
H -0.018 3.289 1.362
H -0.676 2.068 1.970
O -2.691 2.024 -0.476
H -3.322 1.462 -0.026
H -2.023 2.210 0.184
O 2.959 1.139 -0.230
H 3.123 0.243 -0.524
H 2.527 1.559 -0.974
O -0.672 0.596 3.112
H -0.411 1.386 3.586
H 0.153 0.154 2.911
O -3.113 -2.842 0.954
H -2.237 -3.221 0.873
H -3.611 -3.492 1.450
O 2.001 -0.062 2.452
H 2.368 -0.886 2.130
H 2.054 0.533 1.704
O 1.942 -3.340 -2.163
H 1.585 -2.995 -2.981
H 2.379 -2.591 -1.757
O 0.810 -1.960 -4.363
H -0.087 -1.661 -4.508
H 0.992 -2.540 -5.102
O 2.104 2.464 -2.535
H 2.598 3.283 -2.510
H 1.188 2.734 -2.465
O -3.228 -0.439 2.498
H -3.165 -1.293 2.071
H -2.320 -0.192 2.676
*
```

Results of the Löwdin charge analysis, in e, for atoms 1 through 8: atom 1 (Xe): 0.3058, atom 2 (O): -0.0465, atom 3 (H): 0.0549, atom 4 (H): -0.0145, atom 5 (O): -0.1271, atom 6 (H): 0.0216, atom 7 (H): -0.0555, atom 8 (O): -0.0836



Entry 3:
H21O10 | the ωB97M-V functional and the def2-TZVPD basis

Values from the calculation:
- E (hartree) = -764.78384
- HOMO level (eV) = -14.9

ORCA input file:
```
! RIJCOSX wB97M-V def2-TZVPD def2/J DEFGRID3
* xyz 1 1
O 0.443 1.992 -1.152
H 1.235 2.060 -0.610
H 0.737 1.391 -1.860
O -1.512 -1.446 -1.922
H -1.274 -0.760 -2.553
H -0.709 -1.992 -1.799
O -1.399 -2.105 1.288
H -2.262 -1.049 0.534
H -0.653 -2.635 1.009
O -1.999 1.894 -0.038
H -2.196 2.401 0.742
H -1.109 1.927 -0.451
O 2.982 2.291 0.500
H 2.520 2.081 1.302
H 2.951 3.244 0.370
O 1.021 -2.347 -1.717
H 1.745 -2.673 -2.250
H 1.351 -1.447 -1.550
O -2.912 -0.548 -0.076
H -2.524 0.371 0.042
H -2.502 -0.906 -0.930
O -1.972 0.114 2.818
H -1.045 0.285 2.910
H -2.418 0.390 3.623
O 2.691 -0.146 1.602
H 3.524 0.329 1.626
O 2.185 0.143 -1.582
H 3.087 -0.084 -1.842
H -1.351 -1.718 2.172
H 2.783 -0.947 2.120
H 2.357 0.607 -0.749
*
```

Results of the Löwdin charge analysis, in e, for atoms 1 through 8: atom 1 (O): -0.0424, atom 2 (H): 0.0101, atom 3 (H): 0.0565, atom 4 (O): -0.0047, atom 5 (H): 0.0881, atom 6 (H): 0.0383, atom 7 (O): -0.0028, atom 8 (H): 0.0656



Entry 4:
H21O10 | the ωB97M-V functional and the def2-TZVPD basis

Values from the calculation:
- E (hartree) = -764.72748
- HOMO level (eV) = -14.3

ORCA input file:
```
! RIJCOSX wB97M-V def2-TZVPD def2/J DEFGRID3
* xyz 1 1
O -2.242 -0.578 0.946
H -1.874 -0.620 0.061
H -1.426 1.299 0.367
O -1.414 1.948 1.113
H -0.789 2.697 1.122
H -0.463 1.241 1.545
O 0.315 0.495 2.135
H 0.025 -1.692 0.163
H -0.030 -0.225 2.673
O 2.521 -1.632 2.348
H 2.742 -0.767 1.981
H 2.821 -1.579 3.272
O -1.328 0.942 -1.429
H 0.953 -2.002 -2.521
H -1.123 0.134 -1.914
O 2.950 -0.127 -0.489
H 3.373 -0.136 -1.353
H -0.614 1.590 -1.586
O 0.912 2.806 0.155
H 2.477 -0.967 -0.493
H 1.225 3.688 0.421
O -3.247 -0.305 -2.464
H -4.120 -0.285 -2.074
H 1.762 2.504 -0.220
O 0.822 -1.281 0.474
H -3.187 -0.747 0.889
O 0.205 -2.130 -1.934
H -0.273 -2.822 -2.426
H -3.149 0.457 -3.038
H 0.725 -0.031 1.319
H 1.449 -1.876 0.956
*
```

Results of the Löwdin charge analysis, in e, for atoms 1 through 8: atom 1 (O): -0.0228, atom 2 (H): 0.0063, atom 3 (H): 0.0451, atom 4 (O): 0.0420, atom 5 (H): 0.0931, atom 6 (H): 0.0794, atom 7 (O): 0.0400, atom 8 (H): 0.0526



- Which formula does entry 2 have?
  H20O10Xe



- What is the formula in the fourth record?
  H21O10



- What is the formula in the fourth record?
  H21O10



- What is the formula in the first record?
  H20O10